(1)
Density functional theory data (ωB97M-V/def2-TZVPD) for C40H100F10N11O28S10 as an isolated structure.

The geometry in XYZ format:
```
199
Properties=species:S:1:pos:R:3:lowdin_charge:R:1
C 4.834 0.673 -3.111 -0.0369
C 5.532 0.850 -1.775 -0.1891
N 6.258 2.145 -1.643 -0.2237
C 6.878 2.061 -0.265 0.0193
C 7.297 2.279 -2.679 -0.1881
C 8.288 1.145 -2.852 -0.0484
C 5.216 3.271 -1.780 -0.0895
C 5.550 4.404 -0.885 -0.2201
O 6.861 4.902 -1.038 -0.1837
C 7.075 6.003 -0.155 -0.0749
H 5.535 0.843 -3.964 0.0971
H 3.942 1.296 -3.214 0.0637
H 4.592 -0.365 -3.206 0.0725
H 6.296 0.087 -1.577 0.1321
H 4.793 0.897 -1.011 0.0652
H 7.679 2.733 -0.199 0.0930
H 7.239 1.083 -0.050 0.0851
H 6.113 2.231 0.477 0.0764
H 7.888 3.165 -2.476 0.1279
H 6.810 2.458 -3.627 0.1222
H 8.997 0.992 -2.046 0.0876
H 8.854 1.339 -3.755 0.0874
H 7.744 0.265 -3.143 0.0698
H 4.271 2.834 -1.470 0.1040
H 5.201 3.492 -2.844 0.1304
H 5.337 4.095 0.147 0.1226
H 4.823 5.189 -1.192 0.1538
H 8.090 6.339 -0.303 0.0879
H 6.847 5.659 0.854 0.0934
H 6.440 6.859 -0.314 0.0844
C 4.810 -2.666 7.576 -0.0555
C 4.002 -3.442 6.519 -0.1715
N 2.661 -2.941 6.091 -0.2561
C 2.834 -1.603 5.420 0.0300
C 2.094 -3.931 5.093 -0.1717
C 2.824 -4.267 3.820 -0.0371
C 1.803 -2.920 7.298 -0.0895
C 0.284 -2.583 7.114 -0.2079
O 0.310 -1.291 6.634 -0.2288
C -1.075 -0.730 6.509 -0.0028
H 4.465 -2.699 8.626 0.0845
H 4.928 -1.607 7.283 0.0827
H 5.818 -3.039 7.563 0.0708
H 3.808 -4.415 6.926 0.1227
H 4.574 -3.532 5.589 0.1320
H 1.852 -1.359 5.067 0.0812
H 3.564 -1.652 4.635 0.0672
H 3.125 -0.805 6.153 0.1328
H 1.210 -3.475 4.681 0.0932
H 1.876 -4.849 5.617 0.1372
H 3.650 -4.998 3.914 0.0900
H 3.248 -3.342 3.437 0.0758
H 2.073 -4.772 3.234 0.0790
H 2.219 -2.293 8.073 0.1243
H 1.828 -3.950 7.719 0.1470
H -0.156 -2.568 8.156 0.1504
H -0.136 -3.268 6.390 0.0911
H -1.760 -1.013 7.328 0.1010
H -1.339 -1.186 5.559 0.0691
H -0.880 0.309 6.385 0.0727
C 0.275 2.025 -1.243 -0.0496
C 1.037 0.743 -1.224 -0.1824
N 0.228 -0.434 -1.530 -0.2521
C -0.226 -0.440 -2.924 0.0151
C 0.992 -1.752 -1.316 -0.1068
C 2.205 -1.961 -2.244 -0.0389
C -0.962 -0.472 -0.624 -0.1015
C -0.780 -0.390 0.870 -0.2208
O -0.150 -1.519 1.360 -0.1606
C 0.195 -1.458 2.736 -0.0612
H -0.417 2.105 -0.404 0.0864
H -0.254 2.280 -2.191 0.0767
H 1.042 2.765 -1.013 0.0707
H 1.534 0.565 -0.274 0.1000
H 1.865 0.749 -1.967 0.1314
H -0.712 -1.387 -3.178 0.0900
H 0.652 -0.390 -3.550 0.1006
H -0.818 0.415 -3.185 0.0890
H 0.179 -2.425 -1.486 0.1056
H 1.251 -1.746 -0.257 0.1187
H 2.912 -1.124 -2.213 0.0407
H 1.870 -2.203 -3.263 0.0738
H 2.712 -2.800 -1.756 0.0948
H -1.511 -1.379 -0.902 0.1202
H -1.621 0.306 -0.960 0.1020
H -1.787 -0.228 1.286 0.1132
H -0.169 0.498 1.065 0.0849
H 1.231 -1.190 2.935 0.0644
H 0.023 -2.467 3.162 0.0770
H -0.426 -0.735 3.279 0.0835
C -4.186 -2.368 4.607 -0.0296
C -3.334 -2.797 3.448 -0.2041
N -3.985 -3.361 2.224 -0.2426
C -2.877 -3.620 1.291 0.0182
C -4.629 -4.712 2.531 -0.1552
C -3.735 -5.762 3.083 -0.0496
C -4.964 -2.296 1.613 -0.0346
C -5.597 -2.648 0.299 -0.2424
O -6.612 -3.596 0.381 -0.1822
C -7.299 -3.678 -0.862 -0.0632
H -4.621 -3.275 5.048 0.0852
H -4.992 -1.691 4.298 0.0831
H -3.524 -1.790 5.278 0.0803
H -2.598 -3.546 3.730 0.0824
H -2.846 -1.921 3.041 0.0944
H -2.638 -2.673 0.786 0.1097
H -3.264 -4.317 0.576 0.0962
H -2.030 -3.987 1.844 0.0815
H -5.123 -4.973 1.599 0.1253
H -5.356 -4.448 3.273 0.1165
H -3.166 -6.251 2.268 0.1044
H -4.383 -6.518 3.508 0.0878
H -3.029 -5.422 3.850 0.0646
H -4.271 -1.457 1.521 0.1145
H -5.702 -2.092 2.358 0.1292
H -4.890 -3.003 -0.480 0.1400
H -5.881 -1.612 0.054 0.0842
H -6.579 -3.945 -1.639 0.0939
H -7.790 -2.724 -0.979 0.0889
H -8.052 -4.466 -0.803 0.0885
C -2.934 3.318 -2.066 -0.0584
C -2.627 4.166 -3.355 -0.1151
N -3.381 3.764 -4.608 -0.2582
C -3.130 2.321 -4.920 0.0156
C -4.862 3.886 -4.262 -0.1377
C -5.731 3.686 -5.508 -0.0732
C -2.989 4.511 -5.864 -0.0714
C -1.509 4.540 -6.246 -0.2132
O -1.503 5.647 -7.094 -0.1830
C -0.229 5.933 -7.632 -0.0820
H -3.929 3.470 -1.660 0.0631
H -2.161 3.643 -1.370 0.0895
H -2.914 2.238 -2.137 0.0482
H -1.569 4.074 -3.585 0.0820
H -2.818 5.226 -3.082 0.1481
H -3.462 1.818 -4.011 0.0650
H -2.070 2.174 -4.985 0.0938
H -3.662 2.022 -5.821 0.1107
H -4.995 4.843 -3.764 0.1306
H -5.049 3.054 -3.521 0.1042
H -5.482 2.756 -6.052 0.0712
H -5.698 4.463 -6.279 0.0761
H -6.783 3.580 -5.219 0.0939
H -3.223 5.570 -5.687 0.1510
H -3.647 4.118 -6.626 0.1201
H -1.114 3.628 -6.752 0.1317
H -0.862 4.669 -5.365 0.1002
H -0.287 6.682 -8.396 0.0767
H 0.342 5.082 -8.031 0.0879
H 0.322 6.397 -6.784 0.1011
N -1.683 -5.068 -4.258 -0.3045
S -2.546 -4.213 -3.165 0.5460
O -3.931 -4.399 -3.437 -0.2886
O -2.117 -2.898 -2.829 -0.3066
F -2.407 -5.224 -1.801 -0.2518
S -0.083 -4.668 -4.262 0.6426
O 0.644 -4.818 -2.917 -0.3545
O 0.331 -3.618 -5.235 -0.3370
F 0.416 -6.034 -4.995 -0.2265
N 4.064 1.378 1.004 -0.3179
S 2.833 2.068 1.834 0.5781
O 3.378 2.651 3.049 -0.2644
O 1.624 1.277 1.851 -0.2626
F 2.625 3.269 0.844 -0.1532
S 4.434 -0.053 1.454 0.5226
O 3.854 -0.479 2.743 -0.3273
O 5.831 -0.428 1.349 -0.2840
F 3.699 -1.055 0.431 -0.1788
N -5.288 1.065 -2.231 -0.3002
S -5.588 0.117 -3.394 0.4612
O -5.480 0.849 -4.631 -0.3129
O -6.681 -0.795 -3.360 -0.2539
F -4.287 -0.768 -3.428 -0.1647
S -5.031 0.715 -0.662 0.5355
O -3.920 -0.281 -0.520 -0.3038
O -6.231 0.446 0.163 -0.2729
F -4.408 1.939 -0.288 -0.0785
N -2.509 2.221 5.076 -0.3071
S -2.507 1.720 3.546 0.5196
O -2.752 0.304 3.387 -0.3102
O -1.356 2.214 2.805 -0.3005
F -3.676 2.599 2.944 -0.1826
S -3.863 2.060 5.951 0.5196
O -3.489 1.315 7.135 -0.3274
O -5.137 1.679 5.293 -0.3150
F -3.935 3.497 6.496 -0.1580
N 2.169 4.096 -5.514 -0.2996
S 1.888 2.547 -5.948 0.5214
O 2.958 1.632 -5.800 -0.2632
O 1.371 2.666 -7.290 -0.3074
F 0.576 2.064 -5.095 -0.2200
S 2.197 4.595 -3.936 0.6803
O 2.615 6.047 -4.043 -0.3398
O 2.912 3.760 -2.867 -0.3648
F 0.632 4.565 -3.541 -0.2238
N -0.588 -5.316 4.162 -0.6918
O -0.235 -6.434 4.399 0.0149
O -0.419 -4.716 3.118 -0.0464
O -1.167 -4.704 5.041 -0.0731
```

Properties
- net charge = -1



(2)
Density functional theory data (ωB97M-V/def2-TZVPD) for a 10-piece molecular cluster, C40H100O20 overall.

The geometry in XYZ format:
```
160
Properties=species:S:1:pos:R:3:lowdin_charge:R:1
C 14.962 16.670 24.109 -0.0723
O 14.261 17.830 23.598 -0.1385
C 13.960 17.593 22.237 -0.2089
C 15.036 18.088 21.310 -0.1944
O 15.273 19.475 21.556 -0.1620
C 16.613 19.823 21.383 -0.1399
H 15.841 16.269 23.589 0.0665
H 14.222 15.954 24.341 0.0692
H 15.311 16.990 25.071 0.0846
H 13.129 18.224 22.002 0.1019
H 13.720 16.583 21.906 0.1121
H 14.769 17.980 20.289 0.0984
H 15.971 17.552 21.592 0.1208
H 17.175 19.455 20.479 0.0835
H 17.263 19.530 22.247 0.0969
H 16.640 20.908 21.223 0.0856
C 11.299 9.976 19.640 -0.0624
O 12.432 9.573 18.817 -0.1775
C 13.485 10.495 18.860 -0.2395
C 14.563 10.061 17.935 -0.1976
O 15.175 8.849 18.414 -0.1497
C 16.251 8.617 17.560 -0.1358
H 11.550 10.002 20.697 0.0781
H 10.502 9.202 19.510 0.1017
H 11.024 10.937 19.305 0.0549
H 13.818 10.545 19.872 0.1114
H 13.137 11.523 18.593 0.1194
H 15.321 10.821 18.103 0.1013
H 14.200 9.897 16.930 0.1293
H 15.968 8.362 16.525 0.0923
H 16.786 7.763 17.936 0.0870
H 16.863 9.467 17.473 0.0535
C 20.929 16.140 18.981 -0.0411
O 20.206 15.233 19.910 -0.1961
C 21.069 14.722 20.929 -0.1996
C 21.835 13.469 20.544 -0.2016
O 20.879 12.506 20.165 -0.2206
C 21.311 11.182 20.011 -0.0972
H 21.742 15.614 18.505 0.0789
H 21.312 17.041 19.493 0.0922
H 20.208 16.415 18.262 0.0558
H 20.481 14.613 21.853 0.1156
H 21.809 15.453 21.195 0.1086
H 22.310 13.148 21.462 0.1167
H 22.638 13.524 19.767 0.1379
H 21.671 10.743 20.925 0.0750
H 22.133 11.142 19.289 0.0898
H 20.405 10.680 19.656 0.0946
C 18.764 14.646 15.303 -0.0993
O 18.623 14.304 16.682 -0.2253
C 17.940 13.038 16.834 -0.1584
C 17.884 12.825 18.357 -0.1924
O 17.207 11.658 18.737 -0.1977
C 17.113 11.695 20.164 -0.0758
H 17.729 14.814 14.928 0.0965
H 19.284 13.937 14.736 0.0581
H 19.304 15.634 15.294 0.0997
H 18.518 12.332 16.237 0.1215
H 16.917 13.061 16.435 0.1133
H 17.379 13.641 18.810 0.0787
H 18.956 12.779 18.786 0.1430
H 16.682 10.800 20.580 0.0932
H 16.567 12.555 20.527 0.0665
H 18.109 11.752 20.600 0.0758
C 8.716 18.242 17.222 -0.0757
O 9.061 18.324 18.624 -0.2068
C 8.225 19.267 19.217 -0.2553
C 8.829 19.807 20.465 -0.2745
O 9.869 20.655 20.275 -0.1473
C 11.099 19.983 20.186 -0.0861
H 8.795 19.263 16.817 0.0884
H 7.682 17.865 17.135 0.0956
H 9.525 17.612 16.806 0.0872
H 7.292 18.795 19.543 0.1300
H 7.999 20.144 18.597 0.1329
H 9.133 18.984 21.088 0.1194
H 7.984 20.243 20.986 0.1283
H 11.785 20.807 20.275 0.0936
H 11.066 19.369 19.288 0.0678
H 11.302 19.264 21.046 0.0988
C 18.166 15.163 23.748 -0.1148
O 17.191 14.331 24.355 -0.2035
C 17.140 12.995 23.822 -0.1636
C 18.326 12.207 24.256 -0.2237
O 18.414 11.038 23.477 -0.1929
C 19.446 10.136 23.774 -0.1071
H 18.108 15.180 22.634 0.0964
H 19.145 14.773 24.077 0.0716
H 18.069 16.183 24.172 0.0977
H 17.197 13.089 22.754 0.1016
H 16.218 12.521 24.211 0.1460
H 18.237 11.904 25.270 0.1154
H 19.264 12.802 24.253 0.1236
H 19.565 9.445 22.927 0.0935
H 19.168 9.661 24.756 0.1033
H 20.403 10.606 23.929 0.0723
C 10.037 14.547 17.929 -0.0974
O 10.480 14.009 19.129 -0.1647
C 10.636 14.898 20.191 -0.2221
C 11.455 14.372 21.340 -0.2762
O 12.781 14.435 21.152 -0.1933
C 13.532 13.529 21.975 -0.0637
H 9.604 13.753 17.274 0.1079
H 10.880 14.975 17.490 0.0500
H 9.307 15.317 18.088 0.0741
H 9.664 15.206 20.731 0.1476
H 10.971 15.886 19.863 0.1219
H 11.059 13.409 21.632 0.1294
H 11.177 15.133 22.104 0.1343
H 13.399 13.791 23.060 0.1015
H 14.567 13.538 21.632 0.0676
H 13.215 12.456 21.814 0.0953
C 13.707 21.798 13.440 -0.0915
O 14.924 21.375 14.124 -0.1824
C 15.127 19.983 13.947 -0.2221
C 16.340 19.523 14.690 -0.2129
O 16.047 19.299 16.056 -0.1952
C 17.231 18.998 16.809 -0.0693
H 13.943 22.137 12.355 0.1102
H 13.219 22.551 14.073 0.0829
H 13.006 20.965 13.311 0.0714
H 15.406 19.767 12.898 0.1366
H 14.290 19.426 14.354 0.1191
H 17.207 20.148 14.540 0.1285
H 16.542 18.539 14.319 0.1178
H 17.800 18.207 16.424 0.0664
H 16.944 18.806 17.835 0.0632
H 17.855 19.894 16.907 0.0944
C 16.932 16.234 19.290 -0.0575
O 15.924 15.234 19.631 -0.2170
C 14.994 14.990 18.617 -0.2341
C 13.984 16.028 18.379 -0.2434
O 14.437 17.124 17.665 -0.1741
C 13.444 18.061 17.133 -0.0245
H 16.548 17.245 19.158 0.0451
H 17.346 15.812 18.338 0.0893
H 17.690 16.189 20.108 0.0935
H 14.389 14.100 18.968 0.1353
H 15.656 14.800 17.759 0.1255
H 13.717 16.306 19.414 0.1200
H 13.108 15.661 17.841 0.1101
H 12.684 17.607 16.521 0.0778
H 14.075 18.686 16.545 0.0476
H 12.921 18.602 17.934 0.0823
C 12.019 12.765 11.125 -0.0982
O 11.505 13.370 12.329 -0.2012
C 11.662 12.606 13.558 -0.1860
C 11.320 13.342 14.813 -0.2170
O 12.387 14.040 15.439 -0.1727
C 13.159 13.142 16.149 -0.1358
H 11.843 13.466 10.317 0.0829
H 11.518 11.823 10.927 0.0721
H 13.087 12.454 11.282 0.0945
H 12.609 12.060 13.625 0.1295
H 10.827 11.910 13.507 0.1234
H 10.988 12.582 15.491 0.1002
H 10.580 14.096 14.532 0.1411
H 13.434 13.650 17.131 0.0748
H 14.114 12.888 15.673 0.0867
H 12.611 12.151 16.389 0.1121
```

Properties
- SMILES string = COCCOC.COCCOC.COCCOC.COCCOC.COCCOC.COCCOC.COCCOC.COCCOC.COCCOC.COCCOC
- relative energy (zero: lowest compared OMol25 entry of this formula, charge and spin) (kcal/mol) = 74.5



Summary of frontier orbital gap in eV
8.059 9.798
(order as listed above)
Summary of E in hartree
-9273.33102 -3088.25669
(order as listed above)